Here is C45H58BBr2N9OPRbSSe2Si as an isolated structure in a non-equilibrium geometry from the Open Molecules 2025 dataset. Energies are from wB97M-V/def2-TZVPD.

Properties
- E_HOMO (eV) = -2.61
- gap between HOMO and LUMO (eV) = 6.216
- maximum force (hartree/bohr) = 0.0848
- DFT total energy (Ha) = -13346.701785
- charge = -2

Structure (XYZ):
```
122
Properties=species:S:1:pos:R:3:forces:R:3
Rb -0.131052 -0.019759 -0.162529 -0.166 -0.087 -0.161
C -0.786944 -5.462664 1.207751 1.044 0.450 0.088
C -1.428625 -4.090819 0.883211 0.194 -0.962 -1.940
C -2.963139 -4.184767 1.008933 -0.569 1.624 0.311
C -1.022122 -3.817423 -0.607526 -0.940 -0.043 2.036
C -1.563387 -4.560780 -1.652918 -0.475 -0.279 -1.105
C -0.912689 -4.106987 -2.799931 -0.239 -0.651 1.633
N -0.032839 -3.200150 -2.391765 1.082 2.558 0.130
N -0.118593 -2.950030 -1.022541 -0.034 -0.819 -1.266
B 0.728427 -2.154989 -3.325910 -0.351 -0.667 1.338
N -0.163663 -1.063241 -3.897471 -0.300 -0.365 0.538
C -0.173730 -0.636926 -5.146315 0.040 0.702 -1.706
C -1.184518 0.316405 -5.272068 0.639 -0.767 -1.248
C -1.772938 0.323274 -3.989431 -2.213 2.626 -2.684
N -1.129724 -0.448387 -3.199746 0.311 -1.377 2.742
C -2.922846 1.306117 -3.653688 0.937 1.327 2.229
C -3.421193 2.145151 -4.834338 0.074 -2.368 -0.837
C -4.164840 0.762439 -2.889734 0.860 0.763 -0.875
N 1.879638 -1.507280 -2.530872 -0.270 -0.289 1.002
C 2.761254 -2.028283 -1.663940 1.080 -0.432 1.128
C 3.774770 -1.102407 -1.424444 -0.166 -0.272 -1.274
C 3.440004 -0.017671 -2.314450 -1.024 -0.808 2.061
N 2.239394 -0.263950 -2.823305 0.686 0.681 -1.669
C 4.055961 1.322360 -2.523618 1.360 -0.068 0.352
C 4.203044 1.539414 -4.021028 -1.083 -1.129 0.143
C 5.502576 1.302917 -1.917465 -0.429 2.047 0.792
H -0.872798 -5.731656 2.280959 -0.407 -0.193 -0.682
H 0.306573 -5.474855 0.987675 -0.526 0.408 0.213
H -1.158873 -6.168979 0.473367 -0.453 -0.592 0.444
H -1.017147 -3.390298 1.573033 0.181 0.957 0.203
H -3.351581 -5.013138 0.407901 -0.009 0.327 -0.246
H -3.516500 -3.166437 0.782161 1.179 -2.087 0.197
H -3.211829 -4.467665 2.038347 0.010 0.195 0.070
H -2.391032 -5.257589 -1.600985 0.274 0.001 -0.030
H -0.973633 -4.448411 -3.811485 -0.024 0.156 -0.369
H 1.129541 -2.768104 -4.230125 0.502 -0.561 -0.989
H 0.531680 -1.015155 -5.898094 -0.377 0.175 0.562
H -1.426324 0.827814 -6.219016 -0.047 -0.280 0.898
H -2.357991 2.036820 -2.980296 -0.921 -0.678 -0.337
H -3.799614 1.360537 -5.552813 0.298 1.040 0.128
H -2.642229 2.726660 -5.283234 0.518 0.246 -0.447
H -4.243909 2.799747 -4.626581 -0.431 0.257 0.603
H -4.869424 0.419015 -3.644177 -0.143 -0.581 0.177
H -4.672710 1.510317 -2.295536 -0.008 0.691 -0.148
H -3.880394 0.061496 -2.151870 0.200 -1.330 0.357
H 2.688717 -2.985314 -1.128263 -0.392 0.412 -0.818
H 4.638111 -1.328128 -0.793987 -0.308 0.495 -0.292
H 3.414022 2.091809 -2.052736 0.456 -0.271 -0.168
H 4.923220 0.773361 -4.371589 -0.662 0.477 -0.422
H 4.492822 2.504447 -4.263372 1.533 2.003 -0.150
H 3.223637 1.571762 -4.517355 0.116 -1.113 -0.026
H 6.029845 0.430285 -2.232884 0.296 -0.806 -0.310
H 5.493036 1.324104 -0.789929 -0.054 0.028 -1.131
H 6.113006 2.191389 -2.293016 -0.848 -0.934 0.557
Br -2.744078 2.660082 1.796961 -0.008 -1.268 0.041
C -2.300140 4.454028 1.639566 0.149 0.874 -0.536
Br -2.968507 5.180264 -0.006750 -0.557 0.477 -0.464
H -1.265965 4.681480 1.560911 0.880 -0.582 0.222
H -2.686435 4.983226 2.468384 -0.673 0.625 0.605
C -6.766404 -1.765553 2.109544 -0.662 -0.141 0.399
Si -5.902306 -0.435677 3.054684 -1.509 1.311 0.785
C -6.564034 -0.357192 4.887201 0.308 2.001 -0.189
C -6.339653 1.285429 2.314528 -0.609 -1.251 1.189
C -4.104320 -0.897139 3.192682 0.005 0.069 -0.137
C -3.563983 -1.273975 4.418913 1.557 0.603 -0.132
C -2.162716 -1.427794 4.557141 -1.165 -0.215 -1.048
C -1.371161 -1.230804 3.421431 -1.232 -0.362 0.754
N -1.864270 -0.894259 2.244701 -0.929 -0.166 -0.620
C -3.239837 -0.785771 2.065258 1.548 0.778 -0.046
S -3.747646 -0.347095 0.447038 -0.107 -0.418 0.907
H -6.540686 -1.537274 1.096769 -0.095 0.187 -1.180
H -7.809560 -2.077625 2.238211 0.094 0.587 0.070
H -6.184289 -2.625117 2.304384 0.711 -1.326 0.255
H -7.610533 -0.020208 5.065916 0.402 -0.694 -0.592
H -6.010510 0.424221 5.503578 -0.115 -1.161 -0.703
H -6.382633 -1.343373 5.253061 -0.118 -0.656 0.863
H -5.749060 1.945937 2.915371 0.697 0.801 -0.061
H -7.398585 1.583931 2.553771 0.808 -0.573 -0.676
H -6.033257 1.229535 1.280058 -0.191 0.594 -0.284
H -4.170737 -1.327987 5.313979 -0.141 -0.148 -0.069
H -1.739699 -1.782592 5.464835 0.361 -0.055 0.667
H -0.320159 -1.438719 3.481776 0.618 0.255 -0.054
Se 3.059772 2.136876 0.831541 0.117 -0.369 0.751
P 3.683470 1.281292 2.742443 -0.660 0.123 0.208
Se 3.154586 2.185686 4.622336 -0.142 0.205 -0.190
C 5.497277 1.225578 2.729949 0.899 -0.233 -0.969
C 6.128352 0.115681 2.202330 1.830 -0.709 -0.045
C 7.558583 0.115363 2.048204 -1.072 -0.520 0.590
C 8.343827 1.210289 2.421033 -0.836 0.689 -0.231
C 7.703680 2.358788 2.971171 -0.409 -0.199 -0.696
C 6.286673 2.343478 3.046263 0.848 -0.216 0.715
C 3.118800 -0.492651 2.841093 0.290 -0.416 2.594
C 2.644249 -1.170095 1.775008 -0.394 -0.378 -1.150
C 2.149357 -2.463765 1.863865 0.179 -1.388 1.019
C 2.139673 -3.136476 3.095192 -0.284 -0.212 -0.176
C 2.614731 -2.472391 4.250303 -0.361 -0.361 -0.350
C 3.083424 -1.182197 4.113522 0.542 1.610 -0.923
H 5.579651 -0.809727 1.942400 0.291 0.737 0.123
H 8.001444 -0.850098 1.755613 0.010 0.738 -0.197
H 9.406094 1.257533 2.159585 -0.292 -0.261 0.453
H 8.327306 3.268390 3.244848 -1.097 -1.246 -0.322
H 5.721126 3.146243 3.476493 0.108 0.664 0.123
H 2.664520 -0.685137 0.827877 0.006 0.275 -0.748
H 1.845894 -3.026243 0.987263 -0.225 0.354 -0.087
H 1.727539 -4.181888 3.149564 0.507 1.193 -0.012
H 2.564531 -2.971040 5.233041 0.133 0.377 -0.569
H 3.439301 -0.550058 4.925264 -0.159 -0.520 0.290
O 0.366654 3.575601 2.389450 -0.364 0.861 -0.114
H 1.308689 3.395467 2.459560 0.212 -0.472 0.053
H -0.122335 2.760269 2.504784 0.274 -0.367 0.146
N -0.587366 6.607834 -5.107112 0.072 0.011 0.460
C -0.366214 5.823679 -4.291965 -0.107 -0.425 -0.341
C -0.079756 4.667449 -3.454492 0.145 1.146 0.877
C 0.067190 4.778091 -2.048606 0.190 0.041 -0.286
C 0.482218 3.622799 -1.383587 -0.477 1.927 2.862
N 0.675229 2.449722 -1.943538 0.018 -0.735 1.150
C 0.460203 2.341047 -3.207432 0.834 0.979 -3.744
C 0.152562 3.464893 -4.060336 0.025 -1.617 1.862
H -0.086340 5.747547 -1.524521 0.134 -1.019 -0.444
H 0.648334 3.662090 -0.242439 -0.215 0.001 -1.830
H 0.784794 1.432418 -3.723122 -0.498 -0.088 0.500
H 0.102998 3.342277 -5.107725 -0.102 -0.166 -0.920
```
Positions in Å, forces in eV/Å.

Atomic partial charges in e from the Mulliken method, atoms 1 to 5:
1. Rb 0.44
2. C -1.70
3. C 1.75
4. C -1.38
5. C 0.07